(1)
Density functional theory data (ωB97M-V/def2-TZVPD) for C38H25CoF10N2O2P as an isolated structure in a non-equilibrium geometry.

Atoms and positions in Å:
Co  1.545  0.445  -1.598
P  -0.681  0.360  -0.889
F  -3.515  -1.951  -6.454
F  -0.599  -2.944  5.006
F  -2.355  -3.944  4.191
F  -0.407  -4.677  3.675
F  -1.773  6.760  0.625
F  -4.987  -2.386  -4.943
F  -3.465  5.937  1.814
F  -3.667  6.214  -0.342
F  1.190  1.685  -3.101
F  -5.068  -0.472  -6.068
O  2.794  1.765  -0.699
O  1.507  -1.225  -2.782
N  2.164  -0.720  -0.220
N  2.441  -0.529  1.054
C  2.928  1.273  5.693
C  -2.179  4.468  0.381
C  3.142  3.342  2.510
C  2.910  2.350  4.853
C  2.746  1.885  0.598
C  -0.934  -0.795  0.464
C  -2.224  -0.241  -4.523
C  -2.742  3.296  0.926
C  -0.751  -0.394  1.801
C  -1.846  0.053  -2.182
C  -0.989  -2.167  0.262
C  -3.521  -0.793  -4.272
C  2.264  -2.056  -0.670
C  2.185  -4.681  -1.643
C  -1.071  -3.087  1.320
C  2.980  3.156  1.182
C  -2.268  2.003  0.594
C  -3.098  -0.541  -1.853
C  2.061  -3.612  -2.502
C  2.967  2.244  3.459
C  2.484  -4.466  -0.302
C  -1.141  1.950  -0.235
C  2.494  -3.159  0.174
C  2.669  0.968  2.906
C  1.600  -1.178  -4.222
C  2.550  0.754  1.472
C  2.005  -2.308  -2.029
C  -0.532  3.091  -0.748
C  -1.048  4.330  -0.436
C  -2.791  5.836  0.571
C  -0.937  -2.681  2.641
C  -3.928  -0.975  -2.909
C  -0.585  -1.351  2.870
C  2.677  -0.018  5.161
C  2.393  -0.112  3.804
C  -4.269  -1.380  -5.424
C  -1.121  -3.555  3.849
C  -1.518  0.244  -3.528
H  0.993  -1.961  -4.621
H  3.072  3.300  5.346
H  1.982  -1.093  3.386
H  1.291  -0.178  -4.399
H  -1.226  -4.179  1.096
H  2.519  -0.870  5.825
H  -3.424  -0.804  -0.851
H  -0.462  5.272  -0.743
H  2.553  -5.252  0.454
H  2.664  -1.247  -4.616
H  2.061  -5.714  -1.951
H  -1.948  -0.146  -5.577
H  -3.561  3.390  1.647
H  -0.517  0.617  -3.781
H  -0.193  -0.988  3.800
H  3.168  1.368  6.707
H  2.773  -3.029  1.232
H  3.055  3.959  0.378
H  2.062  -3.713  -3.584
H  -0.589  0.650  2.081
H  -4.935  -1.282  -2.713
H  -0.931  -2.498  -0.772
H  -2.904  1.139  0.824
H  0.333  2.920  -1.378
H  3.479  4.328  2.927

Output
Multiplicity: 5
Total charge: +1
Highest occupied orbital energy (spin up / spin down) (eV): -11.42 / -12.17

(2)
Density functional theory data (ωB97M-V/def2-TZVPD) for H24KrO12 as an isolated structure in a non-equilibrium geometry.

Atoms and positions in Å:
Kr  -2.298  -14.092  -8.094
O  0.898  -15.768  -10.077
O  -0.264  -17.307  -8.233
O  -1.219  -15.177  -4.403
O  -2.391  -17.003  -6.441
O  -2.313  -14.699  -12.217
O  -6.220  -13.832  -8.323
O  -0.688  -12.973  -10.725
O  -4.481  -11.747  -6.397
O  -3.061  -10.079  -7.983
O  0.092  -12.859  -6.050
O  -2.201  -12.384  -4.634
O  1.306  -12.893  -8.677
H  -1.993  -12.105  -3.742
H  0.679  -14.849  -9.925
H  -0.147  -12.866  -11.507
H  0.674  -12.827  -9.393
H  -3.264  -14.597  -12.250
H  -5.344  -13.522  -8.555
H  -1.598  -15.853  -4.964
H  -2.328  -10.216  -8.583
H  -0.932  -17.563  -8.869
H  -3.917  -11.961  -5.653
H  -1.393  -12.235  -5.126
H  -3.127  -16.454  -6.710
H  -0.113  -13.701  -5.643
H  -2.023  -14.037  -11.590
H  0.074  -18.135  -7.893
H  -6.506  -14.335  -9.085
H  -1.899  -14.506  -4.342
H  -3.606  -9.421  -8.415
H  -0.925  -12.080  -10.474
H  -3.937  -11.194  -6.958
H  0.617  -16.217  -9.279
H  0.792  -12.495  -5.507
H  -1.779  -16.961  -7.177
H  0.772  -13.055  -7.900

Output
Multiplicity: 1
Highest occupied orbital energy (eV): -10.36

(3)
Density functional theory data (ωB97M-V/def2-TZVPD) for the molecule C5H11N3 in a non-equilibrium geometry.

Atoms and positions in Å:
N  -0.718  1.311  1.052
N  0.430  -0.819  0.819
N  0.505  -0.608  -0.844
C  0.109  0.349  1.337
C  0.211  -1.909  -1.335
C  0.983  0.295  -1.564
C  0.599  0.494  2.849
C  -1.501  1.336  -0.162
H  -1.759  0.362  -0.487
H  1.037  -2.575  -1.067
H  0.014  -1.748  -2.475
H  -0.131  0.213  3.660
H  1.058  0.023  -2.589
H  1.305  -0.264  2.976
H  1.017  1.403  3.053
H  -1.030  1.937  -0.901
H  -0.841  -2.100  -0.754
H  1.547  1.182  -1.107
H  -2.497  1.947  0.106

Output
Multiplicity: 1
Highest occupied orbital energy (spin up / spin down) (eV): -7.77 / -7.77

(4)
Density functional theory data (ωB97M-V/def2-TZVPD) for a 2-piece molecular cluster, C20H34N6O2 overall in a non-equilibrium geometry.

Atoms and positions in Å:
O  -5.133  -2.473  0.609
O  -3.351  0.818  -3.693
N  1.178  2.040  -3.429
N  2.887  -0.310  0.447
N  -0.511  -2.663  1.002
N  -5.362  0.510  -2.758
N  -4.138  -1.227  -0.919
N  5.876  0.869  4.130
C  -1.141  -2.446  -0.207
C  2.066  0.889  -1.483
C  2.416  1.590  -2.788
C  -0.362  0.874  1.081
C  -6.145  1.004  -3.890
C  0.489  -1.186  2.817
C  -0.154  -1.479  1.607
C  3.886  -0.837  1.384
C  -4.286  -0.409  1.411
C  -1.892  -0.506  -1.649
C  0.726  0.157  3.153
C  -0.596  -0.466  0.701
C  -1.224  -1.118  -0.450
C  -4.022  0.472  -2.729
C  -3.364  -0.091  -1.452
C  5.410  -0.239  3.290
C  3.314  0.359  -0.786
C  0.299  1.181  2.288
C  -4.535  -1.445  0.334
C  4.466  0.302  2.222
H  1.242  0.405  4.070
H  3.399  -1.560  2.048
H  6.263  -0.735  2.816
H  -3.217  -0.253  1.527
H  4.681  -1.358  0.841
H  1.366  2.504  -4.318
H  -6.046  2.089  -3.959
H  -1.318  0.373  -1.945
H  0.491  2.212  2.549
H  -5.772  0.563  -4.817
H  -1.536  -3.217  -0.858
H  6.288  1.611  3.563
H  0.637  2.643  -2.810
H  2.155  -0.997  0.258
H  -7.198  0.743  -3.767
H  -0.359  -3.581  1.393
H  6.534  0.544  4.838
H  1.383  0.059  -1.690
H  -5.856  0.169  -1.948
H  -3.370  0.725  -0.732
H  -0.672  1.669  0.422
H  2.948  0.901  -3.453
H  -4.776  0.524  1.145
H  3.070  2.446  -2.590
H  -4.342  -1.980  -1.557
H  5.004  1.002  1.577
H  3.995  1.186  -0.557
H  -1.838  -1.219  -2.473
H  4.891  -0.977  3.912
H  -4.693  -0.776  2.353
H  1.555  1.593  -0.820
H  3.649  0.848  2.703
H  3.838  -0.349  -1.437
H  0.810  -1.979  3.474

Output
SMILES: CNC(=O)[C@H](Cc1c[nH]c2ccccc12)NC(C)=O.NCCCNCCCN
Multiplicity: 1
Highest occupied orbital energy (eV): -8.00

(5)
Density functional theory data (ωB97M-V/def2-TZVPD) for an isolated ion of composition H2N3O3S and charge -1 in a non-equilibrium geometry.

Atoms and positions in Å:
S  1.083  1.230  -0.405
O  1.817  1.362  0.891
O  -0.067  2.186  -0.424
O  1.923  1.302  -1.648
N  -0.623  -0.401  0.347
N  0.562  -0.386  -0.408
N  -1.352  -1.502  0.412
H  -1.070  -2.397  0.284
H  -2.274  -1.395  0.952

Output
SMILES: N/N=N/S(=O)(=O)[O-]
Multiplicity: 1
Total charge: -1
Highest occupied orbital energy (eV): -4.50

(6)
Density functional theory data (ωB97M-V/def2-TZVPD) for C16H26HfN4O4Sb as an isolated structure.

Atoms and positions in Å:
Hf  -0.863  0.824  -0.182
Sb  1.968  1.572  -0.062
O  3.057  -3.037  1.235
O  -1.865  -0.241  1.199
O  -0.833  -4.473  0.944
O  -2.675  0.062  -0.825
N  -0.070  -0.952  -1.227
N  1.430  -4.756  0.977
N  -1.603  2.846  0.140
N  -2.768  4.626  0.579
C  -2.760  3.309  0.689
C  -0.286  -1.332  -2.511
C  -0.905  3.988  -0.334
C  0.283  -1.888  -0.314
C  0.100  -3.606  -1.935
C  0.279  -4.228  0.524
C  0.318  -3.225  -0.615
C  -3.855  -1.509  0.624
C  -0.168  -2.643  -2.901
C  -2.811  -0.540  0.310
C  2.737  -4.265  0.607
C  2.675  2.872  -1.579
C  3.387  0.022  -0.207
C  2.482  2.560  1.738
C  -3.866  2.530  1.304
C  -1.623  5.083  -0.062
H  3.421  -0.319  -1.239
H  2.706  2.325  -2.518
H  0.042  3.925  -0.839
H  2.071  3.768  -1.688
H  0.119  -4.657  -2.203
H  -3.518  5.217  0.918
H  3.475  2.983  1.595
H  4.340  0.474  0.065
H  2.752  -4.074  -0.463
H  -4.394  -1.161  1.511
H  1.332  -5.381  1.767
H  1.774  3.351  1.970
H  3.504  -3.203  2.073
H  -1.442  6.128  -0.258
H  3.163  -0.806  0.462
H  3.684  3.148  -1.276
H  2.504  1.831  2.545
H  -4.565  3.194  1.807
H  -4.422  1.990  0.536
H  -3.485  1.836  2.053
H  -0.332  -2.912  -3.936
H  0.491  -1.560  0.701
H  -4.523  -1.651  -0.220
H  -3.359  -2.444  0.915
H  -0.572  -0.567  -3.219
H  3.468  -5.038  0.824

Output
Multiplicity: 1
Total charge: +3
Highest occupied orbital energy (eV): -17.91

(7)
Density functional theory data (ωB97M-V/def2-TZVPD) for a 2-piece molecular cluster, C2H9FN3P overall in a non-equilibrium geometry.

Atoms and positions in Å:
P  -1.112  -1.060  -0.009
F  -0.574  -1.449  -1.449
N  0.412  1.211  0.431
N  -2.679  -1.103  -0.036
N  -0.520  -2.434  0.911
C  1.795  0.763  0.516
C  0.142  1.665  -0.886
H  0.446  -2.274  1.278
H  -0.916  1.733  -1.054
H  2.148  0.385  -0.486
H  2.248  1.675  0.818
H  -3.325  -0.315  -0.366
H  0.533  0.976  -1.665
H  -1.100  -2.314  1.765
H  0.637  2.602  -1.030
H  1.862  -0.058  1.261

Output
Multiplicity: 1
Highest occupied orbital energy (spin up / spin down) (eV): -9.24 / -8.44

(8)
Density functional theory data (ωB97M-V/def2-TZVPD) for a 2-piece molecular cluster, C2H2Cl2N2 overall in a non-equilibrium geometry.

Atoms and positions in Å:
Cl  0.837  -1.867  -0.563
Cl  -1.572  1.730  1.074
N  -0.769  0.998  -1.485
N  -1.394  -0.042  -1.130
C  1.019  -0.605  0.561
C  -0.807  0.866  -0.173
H  0.779  -1.000  1.490
H  1.908  -0.080  0.227

Output
Multiplicity: 1
Highest occupied orbital energy (spin up / spin down) (eV): -8.79 / -8.79

Asked for DFT total energy across the records above, the calculation gives -120970.6560 -99889.8030 -9828.3938 -34328.3644 -21479.2469 -38984.6539 -18694.3644 -30125.6234 eV in order.
Asked for energy above the lowest of the compared OMol25 structures with the same formula, charge and spin across the records above, the calculation gives 0.0 23.2 127.1 0.0 95.9 6.1 87.2 89.0 kcal per mole in order.